{
  "formula": "C8H9FN2",
  "method": "ωB97M-V/def2-TZVPD",
  "species": ["C", "C", "C", "C", "C", "C", "C", "C", "N", "N", "F", "H", "H", "H", "H", "H", "H", "H", "H", "H"],
  "xyz": [[0.71869, 1.61329, 0.17025], [-0.37316, 0.77726, 0.37649], [-0.13957, -0.60172, 0.26229], [-2.37880, -1.27871, 0.01705], [-3.60559, -1.42935, -0.35338], [2.11264, 1.17816, -0.02982], [1.24645, -1.11156, 0.42232], [2.18566, -0.25613, -0.54186], [-1.17822, -1.33095, 0.15402], [-1.63611, 1.08729, 0.27648], [-1.84685, 2.43625, -0.07386], [0.44192, 2.72597, 0.37588], [-4.26631, -0.62847, -0.54584], [-4.18162, -2.28102, -0.36357], [2.60549, 1.75087, -0.84974], [2.64408, 1.35229, 1.02152], [1.55971, -1.07472, 1.44342], [1.17821, -2.10231, 0.20982], [1.59655, -0.33008, -1.47312], [3.31684, -0.49634, -0.49835]],
  "atomic_forces_ev_per_a": [[-0.7167, 4.1455, 0.9802], [1.1179, -0.0400, -1.5598], [2.6514, 1.2369, 1.7634], [1.6920, -0.6508, -0.1753], [-1.1198, 1.0514, -0.1159], [0.6864, 0.5022, 0.6435], [0.5653, 2.3000, -0.7130], [-0.0124, -0.8725, 2.1740], [-3.1631, -2.4674, -0.5916], [-1.9059, 1.3314, 0.0286], [0.4434, -0.4840, 0.4337], [0.9795, -1.9637, -0.6395], [0.0310, 1.3511, -0.2274], [-0.4608, -2.3746, 0.3139], [-0.1824, 0.3409, 1.0291], [-0.5254, -0.4748, -2.2600], [0.3833, 0.3843, 0.8675], [0.3376, -3.0602, -1.0238], [1.2778, 0.1057, -0.2409], [-2.0791, -0.3613, -0.6867]],
  "lowdin_spin": [0.4965, 0.1291, 0.2883, 0.0524, 0.1792, 0.0843, 0.0406, 0.0210, 0.1002, 0.4402, 0.0570, 0.0151, 0.0137, 0.0175, 0.0135, 0.0337, 0.0140, 0.0001, 0.0019, 0.0018],
  "spin_multiplicity": 3,
  "homo_energy_ev": [-6.30, -8.95],
  "orbital_gap_ev": [7.132, 8.099]
}

{
  "formula": "C8H9FO2S",
  "method": "ωB97M-V/def2-TZVPD",
  "species": ["C", "C", "C", "C", "C", "C", "C", "C", "O", "O", "F", "S", "H", "H", "H", "H", "H", "H", "H", "H", "H"],
  "xyz": [[2.64431, 1.25830, 1.73253], [2.39599, 0.64838, 0.50242], [1.67988, 2.02353, 2.35257], [1.17523, 0.70672, -0.12593], [0.45119, 2.06696, 1.74805], [0.18651, 1.31052, 0.57873], [-1.41996, -2.86932, -2.19514], [-2.32200, -2.13346, -2.77618], [-1.00433, 2.59322, -1.25119], [-2.36487, 1.94789, 0.90417], [-2.12867, -0.77874, -2.96817], [-1.46490, 1.40841, -0.10144], [3.50346, 1.05702, 2.37217], [3.14864, -0.01191, -0.02810], [1.87567, 2.47242, 3.23443], [1.15011, 0.28678, -1.09399], [-0.30379, 2.80148, 2.14522], [-1.58649, -3.95092, -2.25186], [-0.52920, -2.56340, -1.86821], [-1.33452, 2.43392, -2.11355], [-3.25315, -2.38949, -3.13150]],
  "atomic_forces_ev_per_a": [[0.4625, -0.9441, 0.4324], [2.1835, -1.2242, -0.2253], [-0.6633, -1.6610, -3.0653], [0.9198, -0.0302, 0.9112], [-1.6328, 0.8071, -0.2526], [-1.2793, 2.4951, 1.0527], [-2.7781, -2.6061, -1.5111], [1.5107, 2.3371, 0.3420], [0.5733, 0.0854, 2.5510], [0.2551, 0.5666, 0.0939], [-0.0709, -0.7564, 0.3016], [0.1710, -0.3494, -1.7908], [0.3806, -0.0006, -0.8427], [-0.5550, 1.1122, 0.9886], [0.5073, 1.5882, 2.6751], [-0.8214, -0.4799, -0.8523], [0.4182, -1.3486, -0.4631], [-0.0926, 0.4352, 0.4237], [3.2519, 1.4393, 1.2332], [-0.9378, -0.6561, -1.2142], [-1.8027, -0.8096, -0.7880]],
  "nbo_charge": [-0.1919, -0.2040, -0.2087, -0.2099, -0.1817, -0.2825, -0.4801, 0.2510, -0.9011, -0.9193, -0.3629, 1.4910, 0.2169, 0.2158, 0.2113, 0.2278, 0.2460, 0.2151, 0.2060, 0.4920, 0.1691],
  "homo_energy_ev": -9.29,
  "orbital_gap_ev": 9.837
}

{
  "formula": "C8H9IN2O4",
  "method": "ωB97M-V/def2-TZVPD",
  "species": ["C", "C", "C", "C", "C", "C", "C", "C", "N", "N", "O", "O", "O", "O", "I", "H", "H", "H", "H", "H", "H", "H", "H", "H"],
  "xyz": [[1.52208, -0.80231, -1.73511], [0.57223, 0.16469, -1.93865], [1.75023, -1.40836, -0.45680], [-0.29818, 0.52262, -0.83366], [-1.76224, 0.38664, -1.00327], [0.15449, 1.02077, 0.35447], [1.75236, -0.81357, 0.74785], [-3.84326, 0.81047, 0.07993], [1.63904, -1.40930, 1.98490], [2.68963, 0.35642, 0.78879], [3.13753, 0.90092, -0.16927], [-2.26962, -0.35023, -1.78148], [2.94482, 0.61970, 1.96788], [-2.43405, 0.97528, -0.02509], [-0.77710, 1.17321, 2.23584], [2.08861, -1.35424, -2.59033], [0.14144, 0.35892, -2.91424], [2.07686, -2.50048, -0.38962], [1.02952, 1.74689, 0.47561], [-4.27627, 1.80219, 0.33355], [-4.00293, 0.05514, 0.85757], [-4.25146, 0.32257, -0.71131], [0.77061, -1.91656, 2.00210], [1.64567, -0.66138, 2.72033]],
  "atomic_forces_ev_per_a": [[1.4676, -1.2059, -0.5999], [-1.0307, -0.7727, 0.7268], [0.7859, -2.4673, -1.1899], [0.3715, 1.8501, 0.2805], [0.2339, -0.9764, 1.1747], [1.4420, 1.5055, 0.5619], [1.3222, 0.7547, -0.1046], [0.8183, 0.6966, 2.7653], [-0.4544, 0.8616, 0.3325], [-1.0305, -0.2112, 3.0101], [0.4697, 0.3171, -0.7658], [-0.7683, -0.7931, -1.8942], [0.8056, 0.9606, -0.7991], [-0.3475, 1.1490, -0.3248], [0.1320, -0.0150, 0.1471], [-1.4119, 1.3482, 1.3073], [0.4085, -0.1095, -0.1554], [-1.0913, 1.2907, -0.4650], [-1.1676, -1.7282, -0.7282], [0.1889, -0.9078, -0.2658], [-0.0477, 0.5578, 0.5385], [-1.0907, -0.6617, -2.9706], [-0.2066, -0.2798, 0.2337], [0.2010, -1.1636, -0.8152]],
  "nbo_charge": [-0.1481, -0.1847, -0.3004, -0.2112, 0.7623, -0.3277, 0.2733, -0.2625, -0.8022, 0.5032, -0.3514, -0.5773, -0.4150, -0.5202, 0.1837, 0.2385, 0.2374, 0.2413, 0.2457, 0.2037, 0.1902, 0.2086, 0.3853, 0.4276],
  "smiles": "COC(=O)C(/C=C\\C=C(\\N)[N+](=O)[O-])=C\\I",
  "homo_energy_ev": -8.65,
  "e_above_lowest_kcal_mol": 36.5,
  "orbital_gap_ev": 7.778
}

{
  "formula": "C8H9MnN2O5S",
  "method": "ωB97M-V/def2-TZVPD",
  "species": ["O", "C", "Mn", "O", "C", "C", "O", "C", "O", "C", "O", "H", "C", "N", "C", "S", "N", "C", "H", "H", "H", "H", "H", "H", "H", "H"],
  "xyz": [[1.55917, 1.88689, -4.69565], [1.40376, 1.33464, -3.65888], [-0.08849, 0.10843, -0.20446], [-1.28200, 2.07576, -2.15569], [-0.78022, 1.30770, -1.45959], [-1.42246, -0.14835, 1.00844], [-2.24219, -0.11650, 1.84164], [1.39311, -0.99268, 0.41378], [1.75298, -1.64515, 1.35409], [-0.75566, -1.32176, -1.10562], [-1.11475, -2.29806, -1.64622], [1.49251, -0.58020, -0.88101], [1.79875, 0.04943, 4.62065], [1.82913, 0.82931, 3.38050], [0.81549, 1.48896, 2.81207], [0.83788, 1.76927, 1.11943], [-0.16266, 2.04632, 3.49468], [-0.68371, 1.59577, 4.82237], [0.85382, 0.20992, 5.13799], [2.63716, 0.34516, 5.26195], [1.93127, -1.01321, 4.38794], [2.51819, 0.51325, 2.70325], [-0.85986, 2.51327, 2.90214], [0.04624, 1.84657, 5.61919], [-1.60007, 2.16026, 5.05379], [-0.97182, 0.52200, 4.79363]],
  "atomic_forces_ev_per_a": [[-0.8745, -3.2652, 6.0924], [0.9537, 3.2374, -6.1268], [5.1644, 3.0276, 1.4062], [1.8667, -2.9217, 2.6474], [-3.1060, 5.3643, -5.1832], [-7.5294, -0.1391, 7.5935], [3.8176, -0.2838, -3.7965], [0.3960, -2.5302, 3.4479], [-0.7156, 2.7990, -4.7388], [-2.6648, -9.6909, -5.5495], [1.4672, 4.9944, 2.6932], [0.8457, -0.6717, 1.3358], [0.4153, -0.1800, 0.7214], [-0.6870, -0.4220, -1.3100], [0.9305, -0.3600, 1.7459], [0.6522, 0.5427, -1.1608], [-1.7007, -0.4116, -0.0325], [-0.3129, 0.5875, 0.4540], [0.8180, -0.4145, -0.1273], [-0.2602, 0.0532, -0.1207], [-0.1483, 0.2358, -0.0504], [0.0110, 0.1901, 0.3002], [0.4850, -0.1628, 0.5218], [-0.5616, -0.2990, -0.5062], [0.4258, -0.0543, -0.3407], [0.3122, 0.7749, 0.0836]],
  "lowdin_spin": [0.0000, -0.0012, 3.2166, 0.0678, 0.0487, 0.0805, 0.0726, 0.0317, 0.0417, 0.0510, 0.0602, -0.0139, 0.0028, 0.0122, 0.0436, 0.2645, 0.0121, 0.0022, 0.0001, 0.0005, 0.0003, 0.0023, 0.0029, 0.0004, 0.0001, 0.0003],
  "spin_multiplicity": 5,
  "homo_energy_ev": [-16.31, -17.42],
  "charge": 2,
  "orbital_gap_ev": [7.449, 6.391]
}

{
  "formula": "C8H9N2",
  "method": "ωB97M-V/def2-TZVPD",
  "species": ["C", "C", "C", "C", "C", "C", "C", "C", "N", "N", "H", "H", "H", "H", "H", "H", "H", "H", "H"],
  "xyz": [[1.07672, -1.04631, 1.32705], [-0.82263, -0.07638, -1.77028], [0.30516, -0.13563, 2.23304], [-1.90591, 0.53833, 1.67143], [1.20926, -0.46842, 0.19282], [-1.17682, 0.41865, -0.63490], [0.56275, -0.29992, -2.11760], [1.66258, 0.00864, -1.04512], [-0.88389, 0.23120, 2.37943], [-1.87028, 0.94330, 0.37054], [1.35786, -1.91479, 1.89677], [-1.48369, -0.54954, -2.54395], [0.99127, 0.01688, 3.05564], [-2.71050, 0.92844, 2.26656], [0.66752, -1.41990, -2.16883], [0.70259, 0.36968, -2.97925], [2.02022, 1.12660, -0.85879], [2.59175, -0.44690, -1.49386], [-2.29398, 1.77605, 0.21929]],
  "atomic_forces_ev_per_a": [[-1.0453, -0.4224, -0.3441], [-1.8541, -0.6475, 0.1815], [1.8719, -0.7119, 0.3074], [-0.3392, 0.9599, 0.7513], [-0.8236, -0.3423, 1.9307], [0.0657, 0.4792, 2.3276], [2.4016, -0.0071, 0.2322], [0.9834, 2.3594, -1.7550], [-0.3893, -0.2523, -0.1486], [2.0820, -3.7091, -1.5658], [0.9210, -0.4918, -0.6454], [-0.0021, 0.8193, 0.9961], [-0.0314, 0.8344, 0.3312], [-0.7667, -0.1094, -0.3056], [-0.0448, 1.0850, -1.2699], [0.6328, -1.1429, -0.4095], [-1.0770, -1.9486, -0.6813], [-0.6502, -0.0139, 0.9198], [-1.9346, 3.2620, -0.8528]],
  "nbo_charge": [-0.3353, -0.2315, 0.1489, 0.1956, 0.2322, 0.2944, -0.4183, -0.5489, -0.3443, -0.4773, 0.2651, 0.2827, 0.2148, 0.2129, 0.2490, 0.2639, 0.2862, 0.2865, 0.4234],
  "homo_energy_ev": [-11.80, -11.79],
  "e_above_lowest_kcal_mol": 134.4,
  "charge": 1,
  "orbital_gap_ev": [7.053, 7.107]
}

{
  "formula": "C8H9N2O2",
  "method": "ωB97M-V/def2-TZVPD",
  "species": ["C", "C", "C", "C", "C", "C", "C", "C", "N", "N", "O", "O", "H", "H", "H", "H", "H", "H", "H", "H", "H"],
  "xyz": [[-2.55017, 1.44603, 0.20629], [-1.62071, 1.73583, 1.18943], [-2.24568, 0.50834, -0.76784], [-0.38902, 1.10788, 1.18210], [-1.00724, -0.10533, -0.78608], [-0.05683, 0.19757, 0.18301], [2.11874, 0.39408, -0.99046], [1.32727, -0.29371, 0.10329], [1.43316, -2.04881, -0.53900], [1.09466, -2.86020, 0.36893], [1.16093, -4.07319, 0.04932], [0.72259, -2.52214, 1.51195], [-3.50996, 1.94648, 0.19982], [-1.84933, 2.46215, 1.95858], [-2.97454, 0.26511, -1.52853], [0.33800, 1.33901, 1.94777], [-0.75874, -0.83289, -1.54309], [1.70434, 0.11868, -1.95807], [3.15709, 0.07448, -0.96195], [2.07129, 1.48334, -0.88505], [1.83415, -0.34267, 1.05958]],
  "atomic_forces_ev_per_a": [[-0.2177, 0.0654, 0.0107], [-0.0621, 0.1085, 0.0857], [-0.0493, 0.0277, -0.0801], [-0.0187, -0.0315, -0.0649], [0.0785, -0.0321, 0.0205], [-0.2057, 0.1414, 0.2265], [-0.0421, 0.0814, 0.2649], [0.8715, -4.0337, -1.7118], [0.0886, 4.8958, 0.0357], [-0.1018, -0.7175, 0.3271], [-0.0964, -0.6653, 0.1341], [-0.2713, 0.2178, 0.7996], [-0.0551, -0.0063, 0.0176], [-0.0446, 0.0214, 0.0531], [-0.0714, -0.0253, -0.0569], [0.0898, -0.0084, 0.0745], [0.0629, -0.1172, -0.0760], [-0.0273, 0.0155, -0.1004], [0.0931, -0.0353, -0.0323], [0.0375, 0.0100, -0.0221], [-0.0583, 0.0878, 0.0945]],
  "nbo_charge": [-0.2496, -0.2084, -0.2136, -0.2445, -0.2343, 0.0848, -0.6201, -0.1275, -0.3862, 0.5340, -0.5821, -0.5977, 0.1953, 0.1947, 0.1983, 0.2030, 0.2320, 0.2127, 0.2115, 0.1856, 0.2121],
  "homo_energy_ev": -4.00,
  "e_above_lowest_kcal_mol": 71.8,
  "charge": -1,
  "orbital_gap_ev": 7.407
}

| no. | energy (Eh) |
| --- | --- |
| 1 | -519.3524 |
| 2 | -958.6748 |
| 3 | -1018.1804 |
| 4 | -2344.3149 |
| 5 | -419.2361 |
| 6 | -570.1405 |